Entry 1:
Entry from the OMol25 dataset: a structure of composition C44H37FeGeN6OSe2 in a non-equilibrium geometry (wB97M-V/def2-TZVPD).

Positions of all 92 atoms, in Å:
Fe1 -0.7068 -0.6123 -1.3242
N1 -0.3302 -2.4361 -0.2365
C1 -1.5185 -2.7511 0.5253
C2 -1.6498 -3.9477 1.2320
C3 -2.8208 -4.2143 1.9261
C4 -3.8477 -3.2848 1.9391
C5 -3.7298 -2.0528 1.2584
C6 -4.7334 -1.0646 1.2587
C7 -4.4824 0.1449 0.6019
C8 -3.3007 0.3206 -0.0806
N2 -2.3597 -0.6393 -0.2041
C9 -2.5375 -1.7895 0.5195
H1 0.0075 -3.2570 -0.7316
H2 0.4023 -2.1380 0.4045
H3 -0.8408 -4.6698 1.2158
H4 -2.9335 -5.1486 2.4618
H5 -4.7704 -3.4852 2.4697
H6 -5.6567 -1.2425 1.7950
H7 -5.2095 0.9458 0.6141
H8 -3.0689 1.2703 -0.5358
Se1 -1.6702 -0.1398 -5.1652
Se2 -3.3580 1.1907 -3.2502
C10 -1.7790 2.0925 -2.7602
C11 -1.7071 3.4672 -3.0239
C12 -0.5360 4.1518 -2.7868
C13 0.5544 3.4379 -2.3042
C14 0.4017 2.0905 -2.0612
N3 -0.7375 1.4116 -2.2495
C15 -2.1429 -1.7606 -4.3371
C16 -2.6579 -2.7710 -5.1661
C17 -3.0532 -3.9719 -4.6244
C18 -2.9616 -4.1297 -3.2460
C19 -2.4343 -3.0958 -2.4999
N4 -1.9880 -1.9387 -3.0084
H9 -2.5711 3.9600 -3.4439
H10 -0.4611 5.2119 -2.9940
H11 1.5015 3.9146 -2.0947
H12 1.2389 1.5217 -1.6864
H13 -2.7442 -2.5724 -6.2245
H14 -3.4456 -4.7633 -5.2513
H15 -3.3016 -5.0356 -2.7633
H16 -2.3850 -3.1977 -1.4268
N5 4.8601 -0.0735 -0.5081
C20 4.8464 -0.5149 -1.7896
O1 5.8870 -0.6686 -2.4104
C21 3.5213 -0.7761 -2.4016
C22 3.4942 -1.0957 -3.7644
C23 2.2882 -1.3993 -4.3491
C24 1.1323 -1.3417 -3.5864
N6 1.1245 -0.9703 -2.3011
C25 2.3038 -0.7234 -1.7294
H17 5.7582 0.0387 -0.0719
H18 4.0387 -0.0501 0.0681
H19 4.4292 -1.1039 -4.3065
H20 2.2211 -1.6709 -5.3931
H21 0.1787 -1.5973 -4.0152
H22 2.2388 -0.4602 -0.6787
C26 0.0286 0.2362 0.1831
Ge1 0.9112 1.0104 1.6568
C27 -0.3869 1.4264 3.1036
C28 0.0585 2.0662 4.2577
C29 -0.8229 2.4005 5.2744
C30 -2.1713 2.0916 5.1467
C31 -2.6277 1.4447 4.0074
C32 -1.7378 1.1153 2.9937
C33 2.1691 -0.2317 2.6223
C34 1.6121 -1.4669 2.9621
C35 2.3763 -2.4777 3.5211
C36 3.7304 -2.2732 3.7551
C37 4.2953 -1.0431 3.4570
C38 3.5192 -0.0342 2.8998
C39 1.6732 2.8300 1.3021
C40 3.0022 3.1767 1.0749
C41 3.3516 4.4588 0.6721
C42 2.3756 5.4238 0.4828
C43 1.0455 5.0997 0.7118
C44 0.7059 3.8175 1.1103
H23 1.1123 2.3095 4.3565
H24 -0.4620 2.9027 6.1647
H25 -2.8646 2.3600 5.9350
H26 -3.6775 1.1976 3.9056
H27 -2.0927 0.6153 2.0976
H28 0.5475 -1.6212 2.8026
H29 1.9158 -3.4233 3.7802
H30 4.3365 -3.0634 4.1799
H31 5.3439 -0.8672 3.6664
H32 3.9725 0.9331 2.7130
H33 3.7881 2.4461 1.2045
H34 4.3929 4.6991 0.4951
H35 2.6480 6.4212 0.1610
H36 0.2703 5.8430 0.5720
H37 -0.3366 3.5618 1.2676

Cartesian forces, eV/Å:
Fe 0.1 -0.4 0.5
N -0.3 0.3 -0.3
C -0.2 0.2 0.4
C 0.1 -0.2 0.0
C 0.0 0.0 0.0
C 0.0 0.1 -0.1
C -0.3 0.1 0.1
C 0.1 -0.2 0.1
C 0.2 0.2 -0.1
C -0.3 0.2 0.2
N -0.3 -0.2 -0.2
C 0.3 -0.1 0.0
H -0.1 0.0 -0.1
H 0.1 0.0 -0.1
H 0.0 0.0 0.0
H 0.0 0.0 0.0
H 0.0 0.0 0.1
H 0.0 0.0 0.0
H 0.0 0.1 0.0
H 0.0 0.0 -0.1
Se -0.1 0.3 -0.1
Se -0.1 -0.1 -0.3
C -0.1 -0.1 -0.1
C 0.2 0.1 0.1
C 0.0 -0.1 0.0
C 0.1 0.1 -0.1
C 0.0 0.0 0.0
N -0.3 -0.2 0.2
C 0.0 -0.1 0.0
C 0.0 -0.1 0.1
C 0.0 0.1 0.1
C -0.1 -0.1 -0.1
C 0.0 -0.1 0.1
N 0.3 0.1 -0.1
H 0.0 0.0 0.0
H 0.0 0.0 0.0
H 0.0 0.0 0.0
H 0.0 0.0 0.1
H 0.0 0.0 0.0
H 0.0 0.0 0.0
H 0.0 0.0 0.1
H 0.0 0.0 0.0
N -0.1 0.0 0.0
C 0.6 0.2 0.4
O -0.2 0.0 -0.1
C -0.6 -0.2 -0.7
C 0.1 0.1 0.5
C -0.1 0.0 -0.1
C 0.0 -0.1 0.1
N -0.1 0.1 -0.4
C 0.4 0.1 0.2
H 0.0 0.0 0.0
H 0.0 0.0 0.1
H 0.0 0.0 0.0
H 0.0 0.0 0.0
H 0.0 0.1 0.0
H -0.1 0.0 0.0
C 0.9 0.1 -0.1
Ge -0.2 0.4 0.9
C 0.2 0.0 -0.2
C 0.0 0.0 0.0
C 0.0 0.0 0.0
C 0.0 0.0 0.0
C -0.1 0.0 0.1
C 0.1 -0.1 -0.2
C -0.1 0.2 -0.6
C -0.1 0.0 -0.1
C 0.0 0.0 0.1
C 0.0 0.0 0.0
C 0.1 -0.1 0.1
C 0.0 0.2 0.0
C -0.1 -0.4 -0.2
C -0.1 -0.1 0.0
C 0.1 0.1 -0.1
C 0.0 0.0 0.0
C 0.0 0.0 0.0
C -0.1 -0.1 0.1
H 0.0 0.0 0.0
H 0.0 0.0 0.0
H 0.0 0.0 0.0
H 0.0 0.0 0.0
H 0.0 0.0 0.1
H 0.0 -0.1 0.0
H 0.0 0.0 0.0
H 0.0 0.0 0.0
H 0.0 0.0 0.0
H 0.0 0.0 -0.1
H 0.1 -0.1 0.0
H 0.0 0.0 0.0
H 0.0 0.0 0.0
H 0.0 0.0 0.0
H 0.0 0.1 0.0

* total charge: -1
* multiplicity: 5
* molecular weight: 952.20 g mol⁻¹
* max |F|: 1.030 eV/A
* total energy: -10246.1116 Eh
* HOMO level (spin up / spin down): -2.0 / -4.6 eV

---

Entry 2:
Entry from the OMol25 dataset: the molecule C4H4O (wB97M-V/def2-TZVPD).

Positions of all 9 atoms, in Å:
C1 0.9422 -0.5152 -1.3810
C2 -0.1968 -0.5980 -0.7294
C3 -1.1876 -0.5060 0.0928
C4 -1.1492 0.4060 1.0979
O1 0.0119 0.7871 1.6319
H1 1.8437 -0.8262 -0.8538
H2 1.0461 -0.1656 -2.3997
H3 -1.9974 0.8829 1.5771
H4 0.6870 0.5351 0.9642

Cartesian forces, eV/Å:
C -0.1 -0.1 -0.1
C 0.1 0.1 0.1
C 0.4 0.2 -0.1
C -0.2 -0.1 0.0
O 0.0 -0.1 0.0
H -0.1 0.2 -0.1
H -0.1 -0.3 -0.1
H 0.0 0.0 -0.1
H 0.0 0.0 0.5

* total charge: 0
* SMILES: C=C=C=CO
* molecular weight: 68.08 g mol⁻¹
* max |F|: 0.514 eV/A
* total energy: -229.9117 Eh
* HOMO level: -8.5 eV

---

Entry 3:
Entry from the OMol25 dataset: a structure of composition C2H2FGdO2 in a non-equilibrium geometry (wB97M-V/def2-TZVPD).

Positions of all 8 atoms, in Å:
H1 -0.8190 -0.1011 1.2500
O1 0.2914 1.4590 -0.3954
C1 -0.5635 0.6077 -0.0532
C2 -0.0872 -0.7826 0.3173
O2 1.2099 -0.9161 0.2765
F1 -1.7332 0.5937 -0.7239
H2 -0.7222 -1.5911 -0.0898
Gd1 2.4237 0.7304 -0.5815

Cartesian forces, eV/Å:
H 1.0 -0.9 0.6
O 0.0 0.5 1.5
C -0.1 -2.8 -5.1
C -1.4 1.9 -1.3
O 0.4 0.8 0.9
F 1.2 0.6 2.2
H -0.1 0.3 0.8
Gd -0.9 -0.5 0.4

* total charge: +2
* multiplicity: 8
* molecular weight: 234.28 g mol⁻¹
* max |F|: 5.777 eV/A
* total energy: -1092.6193 Eh
* HOMO level (spin up / spin down): -19.8 / -19.1 eV